No. 1
{
  "formula": "H27O17S",
  "method": "ωB97M-V/def2-TZVPD",
  "relative_energy_ev": 1.684,
  "total_charge": -1,
  "species": ["O", "H", "H", "H", "S", "O", "O", "O", "O", "O", "H", "H", "O", "H", "H", "O", "H", "H", "O", "H", "H", "O", "H", "H", "O", "H", "H", "O", "H", "H", "O", "H", "H", "O", "H", "H", "O", "H", "H", "O", "H", "H", "O", "H", "H"],
  "coordinates": [[-0.8964, -3.1849, 0.9500], [-0.2887, -3.9649, 1.0698], [-0.5033, -2.1936, 0.7826], [-1.8046, -3.2549, 1.2656], [-0.1990, 0.1487, -0.0297], [0.8466, 1.1683, -0.1472], [-0.5100, -0.3572, -1.3239], [0.3232, -0.9665, 0.7625], [-1.3517, 0.6714, 0.5937], [2.3519, -2.2677, -0.4742], [1.9691, -2.0345, -1.3544], [1.7124, -2.0957, 0.1567], [-1.9442, 0.1738, -3.4625], [-1.3336, -0.3181, -3.9524], [-1.3881, 0.0643, -2.6540], [-1.4805, 1.5426, 3.0782], [-0.6699, 1.1095, 3.3665], [-1.3283, 1.3819, 2.1642], [0.9900, 0.8535, 3.9396], [1.3528, 0.2488, 3.0640], [1.6093, 1.4160, 3.9498], [-3.1518, 2.6078, -0.3130], [-2.7264, 1.9296, -0.0520], [-3.2808, 2.3955, -1.2119], [1.9124, -1.7630, 2.6205], [2.7361, -1.2385, 2.4045], [1.3158, -1.5804, 1.9008], [1.1453, -1.3777, -3.0951], [1.7650, -0.7867, -3.5473], [0.6324, -0.7532, -2.5159], [-3.4403, -0.2812, 1.6306], [-4.1776, 0.2923, 2.1290], [-2.6319, 0.1693, 1.2535], [1.5086, 2.2075, -2.6583], [1.5134, 1.6548, -1.9057], [2.2152, 1.6387, -3.0452], [0.3838, 3.6655, -0.4427], [1.3504, 3.8131, -0.3404], [0.7311, 2.8125, -0.2602], [3.1031, 1.7090, 0.8674], [2.1621, 1.5996, 0.5616], [3.4459, 0.8356, 0.6856], [-1.1684, -2.9025, -1.9350], [-0.8500, -2.0060, -2.0674], [-1.9503, -2.7824, -2.4081]],
  "forces_ev_per_angstrom": [[0.8, -0.7, 0.0], [-0.9, 1.3, -0.1], [0.7, 0.7, 0.1], [0.0, 0.0, 0.1], [1.8, 2.3, -0.5], [0.1, -1.1, 0.1], [-0.4, -1.1, -2.6], [-0.3, -2.9, 1.4], [-1.8, 1.1, 0.7], [2.2, -0.8, -2.8], [0.2, -0.2, 0.8], [-1.9, 0.8, 1.5], [-0.3, 0.4, 1.7], [1.1, -1.2, -2.5], [-1.2, 1.0, 0.3], [0.0, 0.1, 1.2], [0.1, 0.3, 1.1], [-0.5, 0.4, -1.5], [-5.1, -9.6, -4.0], [-1.8, 2.0, 3.8], [7.3, 7.4, 0.4], [-4.8, 7.6, -1.9], [5.1, -7.4, 3.6], [-0.4, 0.1, -1.8], [2.2, 0.5, 0.7], [-1.3, -1.1, 0.2], [-0.3, 0.6, -0.4], [0.2, 0.9, 0.2], [-0.1, -0.3, 0.0], [0.4, -0.5, -0.3], [-2.6, 0.6, 1.3], [3.4, -1.5, -2.0], [-1.6, 0.1, 1.0], [1.7, -0.8, -2.0], [-1.2, -0.4, 2.6], [-0.3, 1.2, -0.9], [1.8, 1.6, 0.3], [-0.2, 2.6, -0.5], [-2.1, -3.0, 0.2], [-0.4, 0.2, 0.2], [0.9, 0.0, 0.4], [0.4, -0.3, -0.1], [1.4, -0.3, 0.7], [0.8, 0.2, 0.6], [-2.5, -0.4, -1.2]],
  "mulliken_charge": [-0.34, 0.37, 0.35, 0.40, -0.22, -0.29, -0.34, -0.66, -0.88, -0.69, 0.39, 0.43, -0.72, 0.29, 0.41, -0.71, 0.48, 0.31, -0.65, 0.33, 0.27, -0.56, 0.25, 0.34, -0.74, 0.36, 0.50, -0.72, 0.31, 0.37, -0.74, 0.28, 0.64, -0.52, 0.27, 0.34, -0.60, 0.43, 0.26, -0.75, 0.43, 0.29, -0.64, 0.35, 0.31]
}

***

No. 2
{
  "formula": "H27O17S",
  "method": "ωB97M-V/def2-TZVPD",
  "relative_energy_ev": 5.684,
  "total_charge": -1,
  "species": ["O", "H", "H", "H", "S", "O", "O", "O", "O", "O", "H", "H", "O", "H", "H", "O", "H", "H", "O", "H", "H", "O", "H", "H", "O", "H", "H", "O", "H", "H", "O", "H", "H", "O", "H", "H", "O", "H", "H", "O", "H", "H", "O", "H", "H"],
  "coordinates": [[0.1717, -3.4431, -1.4434], [-0.0844, -2.7234, -0.7871], [1.0964, -3.2479, -1.8694], [0.1401, -4.2085, -0.8191], [0.1622, -0.3032, -0.0334], [1.3324, 0.4032, -0.5232], [-0.7346, -0.3813, -1.2033], [0.4688, -1.6730, 0.3629], [-0.4887, 0.3473, 0.9953], [-2.8849, -1.7245, -1.3923], [-3.3120, -1.5506, -2.2348], [-2.1917, -1.1112, -1.3509], [1.6291, 0.6682, -3.3669], [1.2844, 0.4763, -2.5333], [2.3978, 1.1700, -3.2266], [1.8557, -2.2822, 1.7780], [1.9822, -1.5482, 2.3397], [1.1344, -2.1662, 1.2984], [-2.5150, -0.1490, 2.4293], [-2.8100, 0.4351, 3.0163], [-1.7711, 0.3141, 1.9955], [1.7274, 2.5827, -0.7914], [1.5405, 1.7162, -1.0163], [2.4305, 2.5767, -0.2050], [3.1791, -0.2993, 0.0437], [3.0645, -0.9527, 0.7854], [2.3800, -0.1018, -0.3646], [-1.6623, 0.7470, -3.4394], [-2.5003, 1.2476, -3.2584], [-1.6555, 0.2588, -2.6719], [-0.9848, -2.4871, 2.4905], [-0.5407, -2.1430, 1.7011], [-1.3679, -1.7073, 2.7764], [1.1489, -0.2065, 3.5664], [1.0153, -0.9993, 4.1824], [0.5510, 0.5494, 3.5011], [-1.8648, 2.7607, 0.0989], [-1.5918, 2.6198, -0.9271], [-1.5696, 1.9020, 0.3833], [-0.0641, 3.0554, -2.2051], [0.7645, 2.8064, -1.9003], [-0.1653, 2.0848, -2.6618], [-0.0803, 2.1157, 2.5146], [-0.3533, 1.5703, 1.9444], [-0.2639, 3.0015, 2.0215]],
  "forces_ev_per_angstrom": [[1.1, -0.9, -0.7], [0.5, 1.9, 0.4], [-2.0, -0.4, 1.5], [0.7, 0.0, -0.8], [-1.2, -0.4, -5.9], [-5.4, 0.0, -0.9], [0.2, -0.4, -0.3], [-3.1, -0.4, -4.5], [-1.7, 1.7, 3.3], [-2.5, -2.1, -0.5], [-0.1, -0.1, 0.0], [2.1, 1.6, 0.5], [-0.6, -0.6, -2.8], [-0.9, -0.7, 2.2], [1.6, 1.0, 0.4], [8.4, -4.0, 5.2], [-0.2, 1.3, 1.1], [-3.4, 0.5, -1.6], [1.9, -3.1, -3.4], [-2.2, 3.7, 3.9], [-0.6, -0.7, 0.0], [0.6, 5.0, -0.4], [-0.3, -2.4, 0.1], [2.1, -0.2, 1.7], [7.9, -3.2, 3.5], [0.0, 0.9, -1.4], [-0.5, -0.5, -0.5], [-2.1, 2.6, -2.5], [1.1, -0.2, -0.8], [1.0, -2.1, 2.9], [1.3, -2.4, -1.1], [-0.2, -0.5, 0.4], [-1.9, 2.5, 1.3], [1.3, -1.9, 0.7], [-0.8, 2.5, -1.3], [-0.4, -0.4, 0.7], [0.5, -0.3, -3.7], [-0.5, 1.3, 3.2], [0.0, -0.7, 0.5], [-3.8, -3.6, -3.8], [2.5, 1.2, 1.3], [-0.8, 3.4, 0.7], [2.6, 10.1, 6.3], [-2.7, -6.6, -6.8], [0.6, -2.1, 1.5]],
  "mulliken_charge": [-0.40, 0.42, 0.49, 0.49, -0.02, -0.16, -1.01, -0.98, -0.05, -0.70, 0.32, 0.67, -0.67, 0.22, 0.38, -0.86, 0.28, 0.43, -0.73, 0.29, 0.50, -0.65, 0.13, 0.30, -0.90, 0.41, 0.42, -0.66, 0.34, 0.31, -0.74, 0.52, 0.35, -0.67, 0.31, 0.32, -0.73, 0.37, 0.36, -0.81, 0.58, 0.34, -0.74, 0.59, 0.34]
}

***

No. 3
{
  "formula": "H28K3O18P",
  "method": "ωB97M-V/def2-TZVPD",
  "relative_energy_ev": 9.107,
  "species": ["K", "K", "K", "P", "O", "O", "O", "O", "O", "H", "H", "O", "H", "H", "O", "H", "H", "O", "H", "H", "O", "H", "H", "O", "H", "H", "O", "H", "H", "O", "H", "H", "O", "H", "H", "O", "H", "H", "O", "H", "H", "O", "H", "H", "O", "H", "H", "O", "H", "H"],
  "coordinates": [[13.3740, -2.9745, 4.7600], [9.0619, -0.5808, 5.9100], [8.5352, -9.4650, 3.2197], [9.1398, -5.0963, 4.9068], [8.9482, -4.2212, 3.6331], [9.8247, -4.2863, 6.0644], [10.0631, -6.2687, 4.4574], [7.9261, -5.7846, 5.4821], [5.8867, -2.1237, 4.1010], [5.3665, -2.2547, 3.3083], [6.5656, -2.7970, 4.0566], [11.3814, -2.5018, 1.4803], [10.7448, -3.0887, 1.8883], [11.2281, -1.6541, 1.8976], [11.2388, -9.0276, 6.1197], [10.8111, -8.3477, 5.5990], [11.3075, -9.7761, 5.5270], [13.6418, -7.5028, 3.0240], [12.7988, -7.1179, 3.2637], [13.5298, -8.4409, 3.1782], [7.4582, -1.6642, 0.5277], [6.7522, -2.3035, 0.4319], [8.0008, -2.0103, 1.2362], [5.4203, -7.4217, 3.5614], [4.5858, -7.4642, 4.0285], [6.0200, -7.0034, 4.1792], [12.8882, -6.1400, 6.8768], [12.9001, -7.0933, 6.7918], [12.0330, -5.8792, 6.5349], [7.2921, -2.8270, 8.0272], [6.4833, -3.2796, 7.7880], [7.9896, -3.3795, 7.6744], [4.2096, -4.9949, 7.1775], [4.2063, -5.5047, 7.9876], [4.9517, -5.3390, 6.6804], [10.4125, -6.0681, 0.5484], [10.8691, -5.2714, 0.2782], [10.1296, -5.8902, 1.4453], [6.4047, -8.5749, 7.9315], [6.8484, -9.3772, 7.6564], [6.8326, -7.8803, 7.4308], [6.4075, -5.0993, 1.2974], [7.2003, -4.9545, 1.8139], [5.9500, -5.8059, 1.7529], [11.8988, -1.9546, 8.2633], [12.0420, -1.3236, 7.5579], [11.2701, -2.5796, 7.9024], [9.8865, -6.5355, 8.9388], [9.6855, -6.0004, 8.1710], [10.3591, -7.2904, 8.5882]],
  "forces_ev_per_angstrom": [[-0.6, -0.9, 0.1], [-0.6, -1.1, 0.1], [-0.1, 1.0, 0.2], [1.4, -0.8, -0.6], [-0.6, 1.0, -0.1], [0.7, 1.3, 0.3], [1.6, -1.2, -0.3], [-2.6, -0.2, 0.4], [0.0, 0.6, 0.3], [-0.1, 0.0, -0.2], [0.5, -0.7, 0.0], [0.7, 0.1, 0.0], [-0.7, -0.5, 0.5], [-0.2, 0.2, -0.1], [0.1, -0.5, 0.2], [-0.4, 1.3, -0.4], [0.2, -0.2, 0.0], [0.4, 0.0, -0.1], [-0.6, 0.3, 0.2], [0.0, -0.2, 0.1], [0.1, 0.4, -0.1], [-0.2, -0.3, 0.0], [0.1, -0.3, 0.2], [0.1, -0.5, -0.5], [-0.2, 0.0, 0.1], [0.7, 0.7, 0.5], [0.6, 0.4, 0.1], [-0.1, -0.3, -0.1], [-0.9, 0.2, -0.3], [0.1, 0.8, 0.2], [-0.3, -0.2, -0.2], [0.5, -0.7, -0.4], [-0.2, 0.2, 0.0], [0.0, -0.2, 0.2], [0.5, -0.1, -0.3], [0.1, -0.3, -0.3], [0.1, 0.2, -0.1], [-0.2, 0.2, 0.7], [-0.4, -0.2, 0.1], [0.1, -0.1, 0.1], [0.3, 0.5, -0.2], [-0.2, 0.2, -0.5], [0.6, 0.1, 0.6], [-0.2, -0.2, 0.3], [0.3, 0.4, 0.0], [0.1, 0.2, 0.0], [-0.5, -0.8, -0.1], [0.0, -0.1, 0.5], [-0.1, 0.4, -0.6], [0.1, -0.1, -0.1]],
  "mulliken_charge": [0.95, 0.94, 0.93, 0.60, -0.72, -1.02, -0.85, -0.65, -0.64, 0.28, 0.36, -0.66, 0.36, 0.26, -0.58, 0.32, 0.21, -0.63, 0.37, 0.28, -0.65, 0.32, 0.33, -0.67, 0.29, 0.35, -0.63, 0.28, 0.33, -0.68, 0.33, 0.37, -0.65, 0.32, 0.31, -0.67, 0.29, 0.37, -0.63, 0.27, 0.37, -0.66, 0.34, 0.30, -0.60, 0.21, 0.41, -0.67, 0.34, 0.30]
}

***

no.,orbital gap (Ha)
1,0.30774
2,0.28023
3,0.13634